Record 1
Below is a structure of composition C45H55BiCl3F5NO4P2Si in a non-equilibrium geometry, with properties calculated with the ωB97M-V functional and the def2-TZVPD basis.

Results
E_HOMO (spin up / spin down) ... -10.33 / -10.23 eV
Charge ... +1

Each line ends with the Mulliken charge.
Geometry (Å):
Bi: 1.231616 -0.204695 -2.478158  0.97
C: -2.170854 0.440802 -4.198995  -1.42
Si: -1.484671 0.280508 -2.481032  1.22
C: -1.856503 1.845864 -1.415299  0.40
C: -3.187385 2.345240 -1.373244  -0.37
C: -3.567914 3.434475 -0.578155  -0.82
C: -2.682649 3.978833 0.331898  -0.91
C: -1.397354 3.522779 0.382910  -1.24
C: -0.931399 2.503930 -0.512375  1.91
P: 0.862703 2.174419 -0.675024  -1.65
C: 1.729468 1.653353 0.888876  2.91
C: 3.317624 1.583967 0.760104  -1.33
C: 4.046711 1.085383 2.026848  -0.51
C: 3.538569 1.815859 3.263675  -0.83
C: 1.964866 1.890381 3.401584  -0.94
C: 1.244407 2.386901 2.154724  0.70
C: 1.785835 3.692741 -1.220990  0.55
C: 1.650463 3.675871 -2.781810  -0.60
C: 0.454662 4.368059 -3.414517  -0.08
C: 0.349686 5.810742 -2.909962  -1.15
C: 0.290538 5.883067 -1.342983  -0.36
C: 1.340107 5.046497 -0.579428  -1.19
C: -2.427197 -1.193704 -1.656941  -0.03
C: -2.985215 -2.167282 -2.523929  -1.07
C: -4.113900 -2.917243 -2.181262  -0.89
C: -4.660633 -2.743149 -0.886312  -0.72
C: -4.054025 -1.869181 0.017798  -0.79
C: -2.856363 -1.156004 -0.270104  0.90
P: -1.559449 -0.871658 1.025891  1.35
C: -2.640331 -0.567000 2.500895  -0.43
C: -3.190281 0.827145 2.435820  0.37
C: -4.477685 0.912450 3.205248  -1.19
C: -4.479230 -0.001859 4.497644  -0.71
C: -3.031930 -0.145500 4.951860  -0.91
C: -2.108718 -0.818613 3.954334  -0.04
C: -0.816778 -2.693952 1.298776  0.31
C: 0.644953 -2.499980 1.941704  0.94
C: 1.352882 -3.769447 2.420151  -0.88
C: 0.572826 -5.027250 2.132225  -0.59
C: -0.904780 -4.958984 2.613032  -0.99
C: -1.693494 -3.806023 1.900813  -0.72
H: -2.982470 -0.243362 -4.358843  0.50
H: -1.334890 0.195799 -4.917166  0.29
H: -2.540153 1.449572 -4.442263  0.48
H: -3.879221 1.959921 -2.119588  0.38
H: -4.635356 3.671206 -0.728997  0.35
H: -3.019264 4.779328 0.980367  0.54
H: -0.713588 4.007779 1.084477  0.34
H: 1.335246 0.639206 0.992038  -1.59
H: 3.668324 2.597337 0.638518  0.53
H: 3.518121 0.994006 -0.110376  0.04
H: 5.129941 1.263837 1.813338  0.40
H: 3.996397 -0.037624 2.171573  0.22
H: 3.840374 2.878253 3.197803  0.35
H: 3.931944 1.293308 4.217167  0.38
H: 1.622561 2.387734 4.264094  0.57
H: 1.583036 0.894276 3.592534  0.23
H: 1.440303 3.481190 2.055652  -0.01
H: 0.110940 2.211380 2.284415  -0.79
H: 2.829969 3.453042 -1.097392  0.87
H: 1.670909 2.575143 -3.046836  -0.44
H: 2.559823 4.131145 -3.170217  0.70
H: -0.469042 3.811910 -3.115935  -0.26
H: 0.488227 4.339191 -4.499948  0.51
H: -0.565380 6.263914 -3.304240  0.46
H: 1.188709 6.428771 -3.223266  0.39
H: -0.720939 5.674336 -1.019593  -0.05
H: 0.400252 6.932142 -1.016142  0.55
H: 1.142347 4.895017 0.495130  0.04
H: 2.266400 5.630682 -0.524563  0.64
H: -2.479598 -2.271090 -3.498424  0.44
H: -4.703697 -3.447559 -2.925231  0.42
H: -5.526220 -3.350353 -0.547546  0.37
H: -4.618763 -1.504928 0.886870  0.13
H: -3.392946 -1.370681 2.360900  0.20
H: -3.339451 1.006434 1.334993  -0.58
H: -2.540282 1.494377 2.957298  0.15
H: -5.325691 0.657056 2.575232  0.38
H: -4.636549 1.992438 3.422854  0.47
H: -4.933042 -1.001403 4.274358  0.28
H: -5.162042 0.497462 5.239970  0.42
H: -2.917686 -0.650492 5.940989  0.45
H: -2.717254 0.843195 5.195709  0.42
H: -1.941903 -1.918181 4.175580  0.31
H: -1.134650 -0.322864 4.069198  -0.29
H: -0.628752 -2.943673 0.237823  0.71
H: 0.599965 -1.823212 2.834814  -0.24
H: 1.250457 -2.000880 1.218171  -0.98
H: 1.465876 -3.696175 3.492768  0.47
H: 2.316695 -3.782531 1.947234  0.23
H: 0.996859 -5.967938 2.610875  0.41
H: 0.632050 -5.215858 1.067036  0.23
H: -0.978391 -4.819436 3.758595  0.24
H: -1.418203 -5.904096 2.457864  0.48
H: -2.368040 -3.395322 2.632678  -0.13
H: -2.337969 -4.264019 1.186206  0.54
Cl: -0.414879 -2.960088 -6.806062  -0.12
C: 0.844997 -3.456960 -5.668751  0.53
Cl: 2.315769 -3.978074 -6.488711  -0.10
Cl: 0.241032 -4.904232 -4.698917  -0.15
C: 1.130854 -2.356532 -4.601696  0.25
O: 0.196868 -1.467504 -4.367507  -0.49
O: 2.239024 -2.314814 -4.037534  -0.50
F: 6.877310 -4.643618 -1.910873  -0.23
C: 5.878177 -3.878246 -1.357822  0.52
C: 5.887405 -2.540457 -1.622902  0.29
F: 6.904275 -1.898838 -2.216770  -0.26
C: 4.714851 -1.807372 -1.474897  -0.15
F: 4.777420 -0.503640 -1.790437  -0.44
C: 3.467571 -2.420022 -1.198895  0.37
O: 2.376889 -1.744855 -0.922502  0.54
C: 3.529052 -3.816212 -0.905213  0.05
F: 2.370637 -4.396674 -0.717591  -0.31
C: 4.758044 -4.475529 -0.777434  0.11
F: 4.791932 -5.667392 -0.287850  -0.26
O: 4.513644 -0.234760 -4.379625  -0.14
N: 3.475658 0.319368 -4.392856  0.19

Atoms 1-2, force components in eV/Å:
-0.694 0.227 0.123
1.389 0.698 -1.078



Record 2
Below is a cluster of 2 separate species, C45H55N3O5S2 in total in a non-equilibrium geometry, with properties calculated with the ωB97M-V functional and the def2-TZVPD basis.

Results
E_HOMO ... -5.97 eV
Charge ... 0

Each line ends with the Mulliken charge.
Geometry (Å):
C: -2.095533 -3.745571 -2.807534  -1.09
C: -2.511339 -3.399303 -1.382475  1.16
C: -3.348765 -4.535010 -0.787403  -2.04
C: -3.189119 -2.034654 -1.332352  0.38
C: -4.575722 -1.926787 -1.388028  -0.64
C: -5.200726 -0.677233 -1.433345  -1.43
C: -4.421580 0.473148 -1.498254  -0.32
C: -3.025365 0.398601 -1.461920  0.42
C: -2.212283 1.671020 -1.697903  3.07
C: -2.327394 2.630229 -0.519351  -1.26
C: -2.614956 2.360153 -3.003583  -1.81
C: -2.416735 -0.856517 -1.286854  -0.86
N: -0.970980 -0.961458 -1.199756  1.65
N: -0.305005 -1.411365 -2.287744  -0.44
N: 1.005787 -1.394961 -1.950444  1.63
C: 2.006458 -1.435917 -3.000529  -0.51
C: 2.578614 -0.224845 -3.427656  -0.13
C: 1.849616 1.097907 -3.172054  3.37
C: 0.684172 1.253844 -4.142025  -1.47
C: 2.773522 2.310855 -3.228363  -2.22
C: 3.772411 -0.274396 -4.149132  -0.87
C: 4.293644 -1.500824 -4.563427  -1.54
C: 3.600559 -2.678456 -4.307251  -0.42
C: 2.436544 -2.659991 -3.531468  0.46
C: 1.693467 -3.974896 -3.293316  1.04
C: 2.612171 -5.012697 -2.645128  -1.42
C: 1.134166 -4.537652 -4.607529  -1.59
C: 1.178047 -0.792198 -0.710921  -0.27
C: 2.519111 -0.608523 -0.196790  0.47
C: 2.960460 0.634021 0.313450  0.17
C: 4.294958 0.806874 0.681685  -1.16
C: 5.206112 -0.247689 0.556748  -0.64
C: 4.770440 -1.502284 0.101035  -0.79
C: 3.438628 -1.686541 -0.247991  -0.36
C: -0.072799 -0.457579 -0.228684  0.41
C: -0.388847 0.297863 0.917732  0.24
H: -1.420694 -2.976544 -3.201005  0.16
H: -1.581838 -4.715489 -2.839964  0.37
H: -2.979492 -3.805015 -3.460106  0.38
H: -1.603874 -3.301372 -0.771932  0.12
H: -3.721032 -4.273510 0.207596  0.41
H: -4.195640 -4.792233 -1.434863  0.34
H: -2.717497 -5.423824 -0.688485  0.49
H: -5.187376 -2.829640 -1.386984  0.26
H: -6.291473 -0.609060 -1.415528  0.37
H: -4.896440 1.452906 -1.581296  0.37
H: -1.165906 1.355615 -1.780661  -1.82
H: -1.971332 2.141805 0.394626  0.12
H: -1.699132 3.511302 -0.700719  0.35
H: -3.371631 2.941974 -0.369722  0.34
H: -2.481881 1.679027 -3.853228  0.39
H: -3.666032 2.672928 -2.963042  0.37
H: -1.988426 3.244995 -3.167385  0.44
H: 1.438211 1.047728 -2.151916  -1.48
H: 0.004162 0.394929 -4.075396  0.21
H: 0.114933 2.166116 -3.922125  0.33
H: 1.073376 1.311412 -5.169352  0.44
H: 3.646402 2.166775 -2.579953  0.45
H: 3.100435 2.478737 -4.263379  0.48
H: 2.231238 3.198790 -2.880484  0.41
H: 4.287269 0.654926 -4.407495  0.39
H: 5.243509 -1.531089 -5.097001  0.38
H: 3.964272 -3.632345 -4.699371  0.35
H: 0.855802 -3.742411 -2.621607  -0.13
H: 3.083815 -4.609062 -1.740095  0.28
H: 2.037921 -5.906407 -2.372317  0.45
H: 3.399748 -5.303211 -3.355561  0.32
H: 0.492296 -3.806811 -5.115016  0.34
H: 1.961236 -4.796402 -5.283099  0.38
H: 0.544957 -5.445438 -4.423763  0.44
H: 2.238969 1.452629 0.378571  0.46
H: 4.612280 1.778375 1.070393  0.51
H: 6.253755 -0.099895 0.830193  0.39
H: 5.472689 -2.334567 0.022382  0.41
H: 3.066901 -2.668266 -0.546298  0.39
H: 0.094992 1.274304 0.954412  -1.48
H: -1.295644 0.058459 1.475204  0.39
C: -2.761612 -0.301600 8.817194  -0.79
O: -1.438895 -0.507182 8.287560  -0.43
C: -1.170856 -0.310589 6.969257  0.80
C: -2.132843 -0.038397 5.965944  -0.72
C: -1.702409 0.416688 4.727564  0.22
C: -0.328545 0.525982 4.411797  0.00
C: 0.122291 1.220530 3.192294  -0.39
C: -0.166651 2.559028 3.052280  -0.39
S: 0.798928 3.572706 1.951941  1.29
O: 2.093263 3.756981 2.572311  -0.77
O: 0.764154 3.043790 0.581021  -0.58
C: -0.033064 5.152187 1.755280  -0.33
C: -0.474582 5.867664 3.010023  -0.67
C: -0.148553 5.128510 4.274765  -1.23
S: -0.937793 3.503935 4.388891  1.61
O: -2.352927 3.589112 4.082808  -0.72
O: -0.475811 3.058971 5.688081  -0.71
C: 0.602895 0.034103 5.355683  -0.44
C: 0.201129 -0.332981 6.617632  -0.77
H: -2.641472 -0.427363 9.894277  0.24
H: -3.127309 0.710648 8.599932  0.34
H: -3.458252 -1.057662 8.436321  0.31
H: -3.201282 -0.138236 6.178909  0.33
H: -2.448161 0.703689 3.983846  0.42
H: 1.029974 0.851875 2.707593  0.56
H: 0.713879 5.751233 1.211526  0.53
H: -0.878975 4.942476 1.090890  0.03
H: 0.028700 6.835691 3.067266  0.32
H: -1.548196 6.082155 2.975742  0.34
H: 0.920438 4.956891 4.412397  0.46
H: -0.543332 5.633173 5.158334  0.54
H: 1.663671 0.044782 5.095073  0.40
H: 0.916628 -0.607100 7.389898  0.40

Atoms 1-2, force components in eV/Å:
0.023 0.043 -0.471
0.003 0.116 0.468